[1]
One molecule with the formula C19H20N2O4, computed with ωB97M-V/def2-TZVPD.

Structure (ORCA input):
```
! RIJCOSX wB97M-V def2-TZVPD def2/J DEFGRID3
* xyz 0 1
O -6.565 1.354 -0.608
O -5.114 2.891 -2.069
O 8.252 -1.789 0.380
O 1.812 0.789 -0.775
N 1.928 -0.915 0.747
N 7.892 -2.431 2.504
C -5.233 1.123 -0.533
C -4.430 1.977 -1.330
C -0.200 -0.064 0.138
C -2.431 0.865 -0.514
C 4.246 -0.463 0.100
C -7.471 0.503 0.063
C -3.233 0.036 0.264
C 3.719 -2.124 1.759
C -0.991 0.777 -0.546
C 6.014 -1.709 1.179
C -4.611 0.164 0.252
C -4.383 3.780 -2.877
C -3.058 1.836 -1.310
C 5.585 -0.754 0.260
C 5.060 -2.399 1.923
C 7.475 -1.967 1.295
C -7.668 -0.829 -0.656
C 3.295 -1.148 0.855
C 1.260 0.004 -0.031
H -6.738 -1.391 -0.699
H -5.125 4.412 -3.362
H -2.788 -0.722 0.889
H -0.485 1.478 -1.200
H -7.158 0.344 1.103
H -3.805 3.249 -3.641
H -5.195 -0.497 0.872
H -8.007 -0.649 -1.673
H -2.436 2.478 -1.913
H -3.709 4.405 -2.281
H 3.926 0.284 -0.606
H 5.356 -3.178 2.611
H 6.329 -0.239 -0.328
H -8.410 1.062 0.069
H 1.357 -1.506 1.336
H 7.294 -2.431 3.309
H 2.985 -2.673 2.334
H 8.880 -2.563 2.640
H -8.415 -1.420 -0.134
H -0.596 -0.802 0.819
*
```

Output
* structure (SMILES): CCOc1ccc(/C=C/C(=O)Nc2ccc(C(N)=O)cc2)cc1OC
* highest occupied orbital energy: -7.97 eV
* frontier orbital gap: 7.9 eV
* E_LUMO: -0.04 eV

---

[2]
A 2-piece molecular cluster, C4H12N2O overall, computed with ωB97M-V/def2-TZVPD.

Structure (ORCA input):
```
! RIJCOSX wB97M-V def2-TZVPD def2/J DEFGRID3
* xyz 0 1
O -1.855 -0.438 0.790
N -0.205 2.634 -0.988
N 0.521 1.508 -0.882
C 1.134 -0.713 -1.526
C -0.054 -1.543 2.017
C -0.781 -0.242 1.684
C 0.372 0.555 -1.698
H -0.075 0.498 1.283
H -0.744 -2.247 2.446
H -1.484 -0.631 -0.079
H 1.636 -0.715 -0.561
H 0.246 3.428 -0.562
H 1.884 -0.802 -2.310
H 0.393 -1.981 1.118
H -1.236 0.167 2.591
H -0.294 0.627 -2.568
H -0.668 2.819 -1.877
H 0.739 -1.344 2.733
H 0.471 -1.581 -1.612
*
```

Output
* structure (SMILES): C/C=N/N.CCO
* highest occupied orbital energy: -8.86 eV
* frontier orbital gap: 9.9 eV
* E_LUMO: 1.08 eV

---

[3]
A 2-piece molecular cluster, C4H12S overall, computed with ωB97M-V/def2-TZVPD.

Structure (ORCA input):
```
! RIJCOSX wB97M-V def2-TZVPD def2/J DEFGRID3
* xyz 0 1
S -0.996 -0.408 2.180
C 1.756 1.408 -2.963
C 0.463 1.125 -3.717
C 0.820 -0.381 2.172
C -1.308 -1.377 0.786
H 1.365 -0.392 1.220
H -0.799 -0.940 -0.104
H -0.285 1.707 -3.157
H -0.986 -2.426 0.708
H 1.737 1.100 -1.904
H 1.176 -1.255 2.745
H 2.554 0.699 -3.303
H 1.081 0.571 2.628
H -2.337 -1.396 0.445
H 2.110 2.421 -3.177
H 0.414 1.653 -4.665
H 0.138 0.100 -3.845
*
```

Output
* structure (SMILES): CSC.CC
* highest occupied orbital energy: -8.47 eV
* frontier orbital gap: 9.4 eV
* E_LUMO: 0.89 eV

---

[4]
A 2-piece molecular cluster, C3H6NO4 overall, computed with ωB97M-V/def2-TZVPD.

Structure (ORCA input):
```
! RIJCOSX wB97M-V def2-TZVPD def2/J DEFGRID3
* xyz -1 1
O -0.100 -0.801 -1.507
O -0.995 1.409 2.713
O -0.212 1.239 -2.502
O 2.435 -2.121 -1.197
N -0.745 0.096 0.879
C -0.847 0.309 2.188
C -0.269 0.437 -1.559
C -0.563 1.096 -0.162
H 0.249 1.777 0.116
H -0.819 -0.590 2.827
H -1.459 1.723 -0.173
H -0.465 -0.823 0.524
H 1.844 -1.609 -1.778
H 1.944 -2.140 -0.369
*
```

Output
* highest occupied orbital energy: -5.14 eV
* frontier orbital gap: 8.8 eV
* E_LUMO: 3.63 eV

---

[5]
A 11-piece molecular cluster, C6H35NO10 overall, computed with ωB97M-V/def2-TZVPD.

Structure (ORCA input):
```
! RIJCOSX wB97M-V def2-TZVPD def2/J DEFGRID3
* xyz 0 1
O -1.291 1.180 -1.628
O 0.496 2.280 -3.875
O -4.777 0.691 1.507
O 3.764 1.134 -1.463
O -2.778 -0.336 -0.015
O -1.571 -1.497 -3.483
O -2.972 2.711 -2.857
O -1.800 -3.440 -0.645
O -2.281 3.041 0.471
O 0.632 -0.782 -2.186
N -0.189 1.003 1.959
C 2.624 -2.632 0.099
C 0.877 -1.197 1.930
C 0.745 0.166 4.198
C 0.907 0.213 2.564
C 2.126 -1.349 0.822
C 3.458 -0.777 1.481
H 3.539 -2.395 -0.618
H 1.855 -2.976 -0.640
H -2.973 3.607 -2.308
H 1.772 -0.100 4.586
H -1.199 -0.669 -3.158
H 3.027 1.682 -1.876
H 0.727 1.656 -3.030
H 2.923 -3.529 0.658
H -0.393 1.899 -3.714
H -2.357 3.941 0.697
H 1.877 0.765 2.388
H 1.521 -0.805 -2.241
H -2.732 -1.263 -0.283
H -1.744 -4.282 -0.469
H 0.159 1.722 1.433
H 0.497 -0.336 -1.302
H -2.364 3.006 -3.562
H -1.898 1.658 -2.171
H 3.133 -0.295 2.405
H 1.909 -0.507 0.035
H -0.811 0.245 1.583
H 0.450 1.121 4.707
H 4.042 -0.189 0.685
H 4.132 -1.681 1.669
H -2.579 2.553 1.119
H -1.225 -2.064 -2.794
H 0.027 -1.503 1.508
H -1.177 1.499 -0.699
H -5.260 0.302 0.841
H -4.171 0.091 1.852
H -1.023 -3.197 -1.214
H -0.144 -0.521 4.374
H -2.937 0.133 -0.854
H 4.296 1.881 -1.278
H 1.130 -1.860 2.790
*
```

Output
* structure (SMILES): CC(C)C[C@H](C)N.O.O.O.O.O.O.O.O.O.O
* highest occupied orbital energy: -8.97 eV
* frontier orbital gap: 9.0 eV
* E_LUMO: 0.05 eV

---

[6]
One molecule with the formula C24H26N2O3, computed with ωB97M-V/def2-TZVPD.

Structure (ORCA input):
```
! RIJCOSX wB97M-V def2-TZVPD def2/J DEFGRID3
* xyz 0 1
O 3.507 2.836 -0.431
O -0.129 1.317 1.662
O -3.801 -0.944 -1.247
N 0.295 3.054 0.305
N 2.468 1.069 0.599
C -3.386 0.269 -0.810
C 1.398 -3.906 0.317
C 1.581 3.261 0.951
C -0.496 2.059 0.752
C -2.139 0.562 -0.271
C -4.994 -3.213 0.228
C -2.759 2.880 -0.013
C 4.365 0.083 -0.528
C 2.617 -3.728 -0.271
C -4.312 1.308 -0.955
C -3.071 -2.121 -0.959
C 4.465 -2.275 -0.967
C 0.722 -2.806 0.861
C -3.527 -2.805 0.343
C 5.027 -1.033 -1.051
C 0.091 3.795 -0.917
C 2.654 2.374 0.296
C 2.523 -1.329 0.195
C -1.825 1.860 0.114
C 3.209 -2.450 -0.350
C 3.139 -0.045 0.083
C -3.318 -1.917 1.567
C -4.002 2.590 -0.553
C 1.269 -1.552 0.805
H 1.481 3.012 2.010
H -3.933 -1.022 1.502
H -2.912 -3.706 0.450
H 1.867 4.308 0.839
H 0.715 -0.736 1.245
H -3.601 -2.457 2.468
H 5.989 -0.896 -1.521
H 4.818 1.057 -0.611
H -5.609 -2.335 0.047
H 1.666 0.875 1.196
H -2.528 3.878 0.326
H -0.728 3.365 -1.490
H 1.003 3.755 -1.516
H 3.154 -4.568 -0.689
H -5.137 -3.909 -0.595
H -4.738 3.374 -0.655
H -3.282 -2.789 -1.801
H -0.135 4.842 -0.698
H -1.993 -1.936 -0.937
H -5.277 1.076 -1.379
H 0.951 -4.888 0.371
H -2.279 -1.611 1.666
H -0.238 -2.956 1.334
H 4.969 -3.140 -1.372
H -1.387 -0.198 -0.135
H -5.329 -3.689 1.146
*
```

Output
* structure (SMILES): CC(C)COc1cccc(C(=O)N(C)CC(=O)Nc2cccc3ccccc23)c1
* highest occupied orbital energy: -7.85 eV
* frontier orbital gap: 8.4 eV
* E_LUMO: 0.60 eV

---

[7]
One molecule with the formula C3H2ClN, computed with ωB97M-V/def2-TZVPD.

Structure (ORCA input):
```
! RIJCOSX wB97M-V def2-TZVPD def2/J DEFGRID3
* xyz 0 1
Cl -1.439 -0.403 -1.584
N -0.918 1.744 1.528
C 0.814 -0.578 -0.151
C -0.671 0.911 0.802
C -0.486 -0.143 -0.156
H 1.478 -0.434 0.633
H 1.222 -1.096 -1.071
*
```

Output
* structure (SMILES): C=C(Cl)C#N
* highest occupied orbital energy: -10.31 eV
* frontier orbital gap: 10.2 eV
* E_LUMO: -0.15 eV

---

[8]
C4H10OS as an isolated structure, computed with ωB97M-V/def2-TZVPD.

Structure (ORCA input):
```
! RIJCOSX wB97M-V def2-TZVPD def2/J DEFGRID3
* xyz 0 1
S -0.621 0.858 -1.109
O 1.889 1.629 0.771
C 0.086 -0.138 0.239
C 1.683 0.253 0.436
C 0.343 -1.730 -0.154
C -2.306 0.730 -0.399
H 1.006 -2.138 0.671
H 0.838 -1.682 -1.081
H 2.115 0.096 -0.494
H -0.613 0.291 0.988
H -2.996 1.885 -0.504
H -0.664 -2.113 -0.116
H -2.249 0.391 0.871
H 2.045 -0.461 1.257
H 2.165 2.455 -0.119
H -2.721 -0.328 -1.257
*
```

Output
* highest occupied orbital energy: -8.27 eV
* frontier orbital gap: 8.7 eV
* E_LUMO: 0.46 eV

---

[9]
C28H42BaBrN3P2 as an isolated structure, computed with ωB97M-V/def2-TZVPD.

Structure (ORCA input):
```
! RIJCOSX wB97M-V def2-TZVPD def2/J DEFGRID3
* xyz 2 1
Ba 0.208 0.487 1.280
Br -7.197 2.765 1.725
P 2.369 -0.599 -0.709
P -1.424 -1.466 -1.456
N 2.958 4.252 -2.756
N -0.919 -1.333 2.708
N -1.805 -1.601 4.700
C 2.851 4.316 -1.431
C -3.876 -3.062 -1.219
C -3.449 3.495 0.101
C 0.798 3.033 -1.478
C -0.988 -2.710 4.483
C 2.644 -0.324 -2.510
C -3.447 1.172 0.841
C -0.369 2.456 -0.857
C -4.768 1.325 1.283
C -4.754 3.656 0.554
C -2.789 2.251 0.201
C -2.551 -2.647 -0.583
C -1.178 -3.744 -3.279
C -0.508 -2.512 -2.674
C -3.054 -0.903 -3.827
C 5.000 0.117 0.351
C 0.952 2.961 -2.881
C -1.461 2.151 -0.349
C -0.447 -2.530 3.244
C -5.408 2.564 1.136
C 2.935 -2.305 -0.296
C -1.729 -0.793 3.624
C -2.548 -0.411 -2.473
C 4.064 -2.935 -1.109
C 4.018 0.140 -2.995
C 3.538 0.525 0.178
C 1.807 3.694 -0.732
C 2.037 3.615 -3.475
H 5.119 -0.806 0.931
H -5.259 4.611 0.451
H -1.488 -4.472 -2.520
H 3.833 -2.987 -2.180
H -2.275 0.147 3.542
H -2.755 -2.169 0.389
H 0.403 -2.831 -2.138
H 4.208 -3.968 -0.760
H -3.707 -1.780 -3.748
H -3.651 -0.106 -4.289
H -0.176 -1.834 -3.474
H 2.344 -1.248 -3.032
H -2.936 0.210 0.978
H -4.537 -2.211 -1.422
H 4.309 1.113 -2.574
H -2.910 4.332 -0.340
H -1.986 0.525 -2.616
H -2.241 -1.138 -4.522
H 0.242 -3.161 2.697
H -3.397 -0.151 -1.826
H 3.122 0.675 1.195
H 3.197 -2.303 0.775
H 1.771 3.761 0.357
H 3.614 4.888 -0.890
H -0.455 -4.251 -3.934
H 3.979 0.272 -4.088
H 5.522 0.908 0.908
H -0.855 -3.485 5.207
H 1.906 0.447 -2.796
H -2.336 -1.419 5.544
H 2.032 -2.934 -0.393
H 5.534 -0.001 -0.600
H 4.815 -0.588 -2.787
H -2.049 -3.498 -3.900
H -1.944 -3.537 -0.361
H 2.144 3.619 -4.564
H 5.022 -2.416 -0.980
H 0.229 2.429 -3.498
H -3.747 -3.629 -2.150
H -4.410 -3.720 -0.519
H 3.481 1.502 -0.320
H -5.293 0.490 1.731
*
```

Output
* highest occupied orbital energy: -13.37 eV
* frontier orbital gap: 7.5 eV
* E_LUMO: -5.89 eV

---

[10]
C15H31NO2P2V as an isolated structure, computed with ωB97M-V/def2-TZVPD.

Structure (ORCA input):
```
! RIJCOSX wB97M-V def2-TZVPD def2/J DEFGRID3
* xyz 0 4
V -1.358 -1.551 3.280
P 1.158 1.982 0.220
P -0.949 -0.429 -2.232
O 0.894 -3.617 2.499
O -0.946 -4.168 1.498
N -0.402 -3.402 2.404
C 1.475 -1.260 1.154
C 0.145 1.053 1.263
C 0.875 -0.109 1.808
C -1.286 0.488 0.838
C -2.525 -0.319 -3.131
C 0.168 -1.022 -3.603
C 1.535 -1.457 -0.480
C 0.569 3.693 0.251
C -1.585 -0.585 5.033
C 0.492 -2.193 -1.231
C -1.462 -0.996 0.497
C -0.454 1.373 -2.143
C 2.938 2.209 0.541
C -0.864 -1.705 -1.072
C 1.010 1.749 -1.631
H 0.583 -3.263 -1.496
H -0.104 -0.606 -4.579
H 1.244 4.358 -0.268
H -1.769 1.099 0.048
H 1.209 -0.760 -3.362
H -1.718 -2.407 -1.203
H 0.482 4.073 1.257
H -0.922 -1.266 5.574
H 3.266 3.208 0.230
H -0.070 1.804 2.064
H 1.799 1.044 -2.028
H 3.550 1.469 0.006
H -1.266 0.429 4.831
H -2.302 -0.153 -4.189
H -1.900 0.677 1.737
H 2.553 -1.795 -0.769
H 2.554 -0.938 1.365
H 1.325 0.186 2.761
H 0.074 -2.117 -3.642
H -2.654 -0.843 4.914
H -3.050 -1.268 -3.017
H 3.135 2.137 1.616
H 1.387 -2.298 1.629
H -0.481 1.706 -3.220
H -2.523 -0.978 0.154
H -1.729 -1.851 1.254
H -1.250 1.932 -1.565
H 1.478 -0.405 -0.817
H -3.130 0.510 -2.748
H -0.398 3.815 -0.217
H 1.200 2.765 -2.082
*
```

Output
* highest occupied orbital energy (alpha / beta): -5.09 / -5.08 eV
* frontier orbital gap (alpha / beta): 5.0 / 4.9 eV
* E_LUMO (alpha / beta): -0.12 / -0.14 eV

---

[11]
One molecule with the formula C3H5NO, computed with ωB97M-V/def2-TZVPD.

Structure (ORCA input):
```
! RIJCOSX wB97M-V def2-TZVPD def2/J DEFGRID3
* xyz 0 1
O -1.533 -0.367 1.236
N 0.219 0.211 -0.044
C 0.220 -0.391 -1.317
C -0.450 0.125 1.085
C 1.376 0.449 -0.818
H 0.196 0.509 1.887
H 1.467 1.429 -1.184
H -0.313 0.004 -2.232
H 2.282 -0.048 -0.468
H 0.229 -1.536 -1.279
*
```

Output
* structure (SMILES): O=CN1CC1
* highest occupied orbital energy: -9.72 eV
* frontier orbital gap: 10.6 eV
* E_LUMO: 0.87 eV

---

[12]
A 5-piece molecular cluster, C24H44ClN8 overall, computed with ωB97M-V/def2-TZVPD.

Structure (ORCA input):
```
! RIJCOSX wB97M-V def2-TZVPD def2/J DEFGRID3
* xyz 3 1
Cl -1.089 0.639 1.146
N -1.189 2.957 -2.167
N -2.240 -3.285 -0.143
N 1.259 1.835 4.326
N -1.639 1.177 -3.314
N 3.093 0.742 -0.443
N 1.558 -0.293 4.503
N -3.878 -3.960 -1.471
N 4.958 1.594 0.352
C -1.080 -3.319 0.742
C 1.046 3.731 2.764
C -1.777 1.735 -2.117
C -2.745 -4.355 -0.799
C 1.809 1.049 -2.474
C 3.950 1.833 1.272
C 2.771 0.324 4.818
C 0.708 3.118 4.130
C -3.087 -2.198 -0.253
C -4.667 -4.772 -2.348
C -0.735 3.197 -3.434
C -0.947 2.029 -4.150
C 2.757 1.332 0.739
C -1.280 -1.273 -3.555
C -2.229 -0.122 -3.715
C -4.126 -2.620 -1.110
C -5.714 -5.618 -1.576
C 2.181 0.104 -1.341
C 4.419 0.837 -0.637
C 6.371 1.918 0.542
C 2.586 1.667 4.593
C 0.621 0.661 4.355
C 1.251 -1.659 4.727
C -1.291 3.877 -1.071
H -0.248 -2.743 0.351
H 2.155 -2.178 5.010
H 6.944 1.008 0.560
H -1.376 -2.865 1.685
H 2.581 -0.791 -1.791
H 0.925 -2.100 3.779
H 3.587 -0.305 5.148
H -0.381 -1.200 -4.171
H -0.469 3.700 -0.382
H 0.683 3.191 1.900
H 0.455 -1.803 5.441
H 4.963 0.307 -1.411
H -2.274 3.911 -0.622
H 6.507 2.490 1.467
H -5.194 -4.054 -2.980
H 4.092 2.402 2.180
H -1.711 -2.249 -3.778
H 1.712 1.345 1.044
H -3.960 -5.270 -3.011
H -5.335 -6.645 -1.494
H -5.005 -2.110 -1.492
H -2.207 1.213 -1.268
H 2.682 1.329 -3.055
H 1.304 1.954 -2.135
H -0.780 1.762 -5.180
H -0.792 -4.358 0.879
H -2.567 0.001 -4.733
H -1.052 4.860 -1.463
H 1.292 -0.195 -0.769
H -0.434 0.612 4.141
H -2.289 -5.336 -0.756
H -6.637 -5.676 -2.150
H 0.885 3.794 4.955
H -0.364 2.969 4.109
H -2.825 -1.287 0.312
H 6.694 2.521 -0.298
H 1.145 0.548 -3.174
H -3.095 -0.309 -3.082
H -0.951 -1.302 -2.504
H 3.234 2.519 4.654
H 2.118 3.902 2.654
H 0.592 4.720 2.769
H -0.300 4.150 -3.678
H -5.930 -5.312 -0.555
*
```

Output
* highest occupied orbital energy: -15.82 eV
* frontier orbital gap: 9.2 eV
* E_LUMO: -6.61 eV

---

[13]
A 12-piece molecular cluster, C4H33NO12 overall, computed with ωB97M-V/def2-TZVPD.

Structure (ORCA input):
```
! RIJCOSX wB97M-V def2-TZVPD def2/J DEFGRID3
* xyz 0 1
O 0.990 1.117 1.712
O -3.517 -0.451 0.635
O 0.726 -0.963 -3.282
O -2.613 -3.300 0.865
O 1.665 -0.626 -0.127
O -2.604 -3.633 -1.846
O 1.595 -3.017 1.269
O -2.400 -1.638 -3.505
O 0.164 -3.366 -1.685
O -1.078 -0.514 -0.601
O -0.280 2.803 -0.672
O -2.853 1.569 -2.313
N 2.106 3.875 0.601
C 0.062 0.710 2.683
C 1.975 1.971 2.362
C 2.806 2.798 1.295
C 4.049 3.242 2.032
H 4.570 2.333 2.332
H 4.664 3.909 1.428
H 1.253 3.565 0.160
H 0.725 0.248 3.413
H -4.468 -0.366 0.567
H 1.206 -3.844 0.984
H 1.618 -1.100 -3.601
H 3.164 2.094 0.543
H -1.888 -3.916 0.765
H -2.631 -2.977 -2.542
H -0.586 -0.092 2.331
H 1.862 4.600 1.260
H 0.428 -2.638 -2.248
H -1.768 -0.679 0.042
H 3.809 3.909 2.861
H -0.667 -1.368 -0.735
H -3.090 1.025 -1.563
H 2.633 1.314 2.931
H 0.639 -0.012 -3.213
H -0.741 -3.549 -1.938
H -2.851 -3.155 -1.054
H -0.526 1.511 3.132
H -1.901 1.488 -2.377
H -2.225 -1.371 -4.408
H -2.347 -0.826 -3.001
H 1.382 2.584 3.041
H -0.312 2.006 -0.143
H 1.016 -0.318 -0.759
H -3.088 -3.611 1.637
H 1.474 -0.133 0.672
H -0.107 2.494 -1.561
H -3.381 -1.313 1.029
H 1.345 -2.389 0.591
*
```

Output
* structure (SMILES): COC[C@H](C)N.O.O.O.O.O.O.O.O.O.O.O
* highest occupied orbital energy: -9.03 eV
* frontier orbital gap: 8.9 eV
* E_LUMO: -0.17 eV

---

Going through the records in order, we get E_tot values of -1146.50563; -344.29917; -557.74531; -473.73874; -1056.57417; -1265.42936; -630.40427; -631.61746; -4538.10784; -2421.51509; -247.24013; -1838.29099; -1129.81094 Eh.
Going through the records in order, we get maximum force values of 0.0168; 0.0144; 0.0688; 0.0278; 0.1588; 0.0138; 0.0771; 0.1216; 0.0591; 0.1088; 0.0468; 0.0817; 0.0336 hartree/bohr.
Going through the records in order, we get ΔE to the lowest compared entry with this formula, charge and spin values of 50.03; 53.87; 15.75; 22.66; 153.01; 0.00; 15.43; 130.04; 0.00; 80.02; 42.11; 22.73; 58.72 kcal per mole.